Density functional theory data (the ωB97M-V functional and the def2-TZVPD basis) for a cluster of 16 separate species, C58H157N9O20 in total in a non-equilibrium geometry.

```
! RIJCOSX wB97M-V def2-TZVPD def2/J DEFGRID3
* xyz 0 1
C -6.193 1.845 8.258
C -5.760 3.203 8.674
C -5.902 3.537 10.193
O -7.289 3.485 10.459
C -7.529 3.488 11.869
N -4.412 3.332 8.250
H -6.070 1.742 7.180
H -7.217 1.783 8.628
H -5.490 1.177 8.756
H -6.329 3.984 8.170
H -5.535 4.523 10.478
H -5.356 2.732 10.684
H -8.597 3.513 12.084
H -7.268 4.444 12.323
H -7.075 2.694 12.463
H -3.972 4.166 8.611
H -3.812 2.620 8.641
C -3.798 -8.085 -14.330
C -2.623 -8.062 -13.259
C -2.795 -6.955 -12.212
O -1.689 -6.734 -11.280
C -2.085 -5.744 -10.424
N -2.521 -9.388 -12.679
H -4.070 -7.083 -14.662
H -4.740 -8.483 -13.952
H -3.608 -8.623 -15.259
H -1.671 -7.951 -13.779
H -3.714 -7.076 -11.640
H -2.927 -6.000 -12.721
H -2.815 -6.166 -9.733
H -2.541 -4.859 -10.866
H -1.244 -5.421 -9.810
H -1.698 -9.261 -12.107
H -2.265 -10.043 -13.404
C -4.544 0.044 -6.237
C -3.999 1.457 -5.944
C -2.481 1.544 -6.076
O -2.013 1.254 -7.401
C -0.608 1.472 -7.567
N -4.708 2.382 -6.815
H -5.630 -0.043 -6.199
H -4.230 -0.731 -5.538
H -4.252 -0.226 -7.252
H -4.225 1.709 -4.908
H -2.084 0.899 -5.292
H -2.163 2.549 -5.797
H -0.073 0.892 -6.815
H -0.422 2.545 -7.601
H -0.350 1.081 -8.551
H -4.448 2.185 -7.771
H -4.311 3.298 -6.663
C -7.231 -4.938 4.298
C -6.812 -4.980 2.821
C -6.911 -3.547 2.201
O -8.252 -3.129 2.243
C -8.461 -1.983 1.530
N -5.458 -5.474 2.685
H -7.469 -5.932 4.676
H -8.117 -4.313 4.405
H -6.432 -4.539 4.923
H -7.484 -5.606 2.233
H -6.523 -3.628 1.185
H -6.229 -2.903 2.757
H -7.744 -1.173 1.662
H -9.393 -1.570 1.917
H -8.658 -2.103 0.465
H -5.183 -5.577 1.719
H -5.391 -6.369 3.149
C -14.417 4.839 1.725
C -13.220 5.558 2.391
C -12.338 6.331 1.285
O -11.136 6.906 1.867
C -10.058 5.970 2.061
N -13.810 6.420 3.462
H -15.045 5.476 1.101
H -15.158 4.408 2.397
H -14.137 4.079 0.995
H -12.581 4.775 2.800
H -12.957 7.136 0.889
H -12.143 5.544 0.557
H -9.890 5.297 1.220
H -10.064 5.476 3.032
H -9.117 6.519 2.100
H -13.123 7.133 3.659
H -14.548 7.052 3.184
C -2.182 -10.345 -1.691
C -1.604 -9.221 -2.464
O -1.849 -7.978 -1.937
H -1.814 -11.285 -2.102
H -3.267 -10.354 -1.785
H -1.968 -10.286 -0.624
H -1.929 -9.313 -3.500
H -0.537 -9.420 -2.569
H -1.140 -7.365 -2.142
C -5.539 9.353 -3.486
C -4.215 8.964 -4.098
O -4.498 8.189 -5.298
H -5.428 9.764 -2.482
H -6.230 8.518 -3.364
H -5.993 10.145 -4.081
H -3.790 8.325 -3.324
H -3.596 9.831 -4.326
H -5.023 8.775 -5.848
C 6.272 2.394 -3.797
C 7.056 2.905 -4.987
O 6.715 4.307 -5.096
H 5.193 2.352 -3.945
H 6.393 2.904 -2.841
H 6.701 1.417 -3.572
H 7.067 2.308 -5.899
H 8.118 2.941 -4.743
H 7.378 4.505 -5.762
C 2.491 -9.128 3.865
C 2.705 -9.867 5.190
O 4.085 -10.264 5.253
H 1.497 -8.877 3.495
H 3.082 -9.510 3.032
H 3.062 -8.203 3.946
H 2.220 -10.843 5.189
H 2.415 -9.220 6.018
H 4.623 -9.663 4.733
C 3.897 -9.261 -12.287
C 3.921 -9.698 -10.842
O 2.569 -9.756 -10.419
H 3.417 -10.021 -12.904
H 4.885 -9.028 -12.683
H 3.462 -8.280 -12.479
H 4.545 -8.994 -10.290
H 4.518 -10.608 -10.793
H 2.151 -8.893 -10.449
C 11.571 -4.149 -3.477
C 11.804 -4.931 -2.211
O 13.161 -5.332 -2.164
H 12.328 -3.371 -3.578
H 10.590 -3.697 -3.624
H 11.572 -4.756 -4.382
H 11.161 -5.807 -2.293
H 11.575 -4.322 -1.336
H 13.727 -4.560 -2.091
C 0.430 -3.492 7.010
C 0.438 -1.965 7.222
O -0.229 -1.566 8.398
H 1.233 -3.822 6.351
H -0.516 -3.816 6.576
H 0.529 -3.992 7.974
H 0.031 -1.298 6.462
H 1.434 -1.626 7.507
H -0.134 -2.181 9.129
C 6.880 -4.248 2.700
O 7.378 -5.487 2.380
C 7.952 -6.169 3.415
C 8.692 -7.492 3.052
N 7.710 -8.345 2.397
C 8.266 -9.686 2.020
C 7.337 -10.383 1.022
O 6.987 -9.588 -0.136
C 6.308 -10.329 -1.149
H 7.489 -3.686 3.408
H 5.930 -4.410 3.210
H 6.708 -3.635 1.816
H 7.136 -6.282 4.129
H 8.669 -5.507 3.901
H 8.958 -8.002 3.978
H 9.572 -7.306 2.438
H 7.391 -7.872 1.563
H 8.290 -10.220 2.970
H 9.291 -9.597 1.662
H 6.415 -10.711 1.502
H 7.924 -11.264 0.763
H 5.975 -9.666 -1.947
H 5.413 -10.742 -0.683
H 6.952 -11.090 -1.590
C 3.527 -2.972 -5.766
O 3.051 -2.771 -4.441
C 2.962 -3.939 -3.641
C 2.714 -3.435 -2.217
N 1.422 -2.776 -2.080
C 1.314 -2.091 -0.742
C -0.036 -1.393 -0.605
O 0.138 -0.056 -1.060
C -0.840 0.795 -0.542
H 2.922 -3.671 -6.343
H 4.547 -3.357 -5.772
H 3.424 -2.067 -6.365
H 3.850 -4.572 -3.647
H 2.103 -4.508 -3.994
H 3.479 -2.670 -2.079
H 2.822 -4.271 -1.526
H 1.314 -2.128 -2.847
H 2.159 -1.413 -0.625
H 1.327 -2.892 -0.003
H -0.402 -1.405 0.422
H -0.803 -1.981 -1.108
H -0.775 1.758 -1.048
H -0.782 0.881 0.543
H -1.853 0.455 -0.759
C 4.396 6.482 5.303
O 5.695 6.570 5.866
C 6.519 7.407 5.091
C 7.885 7.404 5.742
N 8.032 8.300 6.924
C 8.031 9.667 6.540
C 8.185 10.526 7.871
O 8.326 11.938 7.591
C 8.565 12.578 8.825
H 3.946 7.470 5.198
H 3.827 5.881 6.012
H 4.436 6.104 4.281
H 6.176 8.431 4.942
H 6.649 6.999 4.088
H 8.655 7.574 4.989
H 8.234 6.401 5.989
H 7.168 8.140 7.424
H 7.119 9.981 6.032
H 8.828 9.785 5.807
H 9.070 10.207 8.423
H 7.347 10.318 8.536
H 8.503 13.656 8.678
H 9.557 12.328 9.200
H 7.746 12.315 9.495
C 0.660 8.703 -0.585
O 0.181 9.651 0.396
C 0.778 10.931 0.341
C 0.219 11.777 1.508
N -1.217 11.940 1.477
C -1.745 12.444 2.760
C -2.052 11.252 3.738
O -3.284 10.642 3.612
C -3.695 10.103 4.857
H 1.569 8.167 -0.311
H 0.897 9.249 -1.499
H -0.009 7.873 -0.813
H 0.640 11.421 -0.623
H 1.844 10.807 0.531
H 0.672 12.764 1.419
H 0.535 11.362 2.465
H -1.551 10.999 1.325
H -2.613 13.073 2.569
H -1.053 13.190 3.151
H -1.990 11.779 4.690
H -1.238 10.535 3.843
H -3.941 10.849 5.612
H -2.988 9.367 5.240
H -4.615 9.521 4.811
*
```

Orbital gap = 8.79 eV
E = -117036.66894 eV